# 1
{"formula": "C26H65N5O", "method": "ωB97M-V with the def2-TZVPD basis set", "max_force_ha_per_bohr": 0.1081, "s_squared": 0.75, "multiplicity": 2, "total_charge": 1, "orbital_gap_ha": [0.2622, 0.0844], "elements": ["O", "C", "N", "C", "H", "H", "H", "H", "H", "C", "C", "N", "C", "C", "C", "C", "H", "H", "H", "H", "H", "H", "H", "H", "H", "H", "H", "H", "H", "H", "H", "C", "C", "N", "C", "C", "C", "C", "H", "H", "H", "H", "H", "H", "H", "H", "H", "H", "H", "H", "H", "H", "H", "C", "C", "N", "C", "C", "C", "C", "H", "H", "H", "H", "H", "H", "H", "H", "H", "H", "H", "H", "H", "H", "H", "C", "C", "N", "C", "C", "C", "C", "H", "H", "H", "H", "H", "H", "H", "H", "H", "H", "H", "H", "H", "H", "H"], "positions_angstrom": [[4.18302, -1.41394, 5.59299], [3.81732, -1.52931, 4.40931], [4.63000, -1.15570, 3.48732], [2.47291, -2.15456, 4.07360], [4.26591, -0.97200, 2.56331], [5.49421, -0.79068, 3.86147], [2.26362, -2.88741, 4.85285], [2.51220, -2.52886, 3.05063], [1.67302, -1.41661, 4.13441], [4.85189, 3.05576, -0.36133], [5.39377, 2.83106, -1.81716], [5.83669, 1.47755, -2.11838], [6.74142, 1.38443, -3.22909], [7.58148, 0.06550, -3.50513], [4.71425, 0.42264, -2.29531], [3.86477, 0.42894, -3.58852], [4.32847, 4.01055, -0.31121], [5.56572, 2.88507, 0.44453], [4.02801, 2.35744, -0.21412], [4.61927, 3.00352, -2.56449], [6.13716, 3.62724, -1.85682], [6.25163, 1.67797, -4.15755], [7.44696, 2.17203, -2.96451], [8.20182, -0.26848, -2.67342], [6.82710, -0.68846, -3.72995], [8.34344, 0.09392, -4.28405], [3.93355, 0.57145, -1.54935], [5.11985, -0.58477, -2.20197], [3.35087, 1.38413, -3.69626], [3.15605, -0.39423, -3.67907], [4.44510, 0.22902, -4.48928], [-3.87104, -1.79015, 3.25234], [-3.48049, -3.20404, 2.87398], [-2.95078, -3.38301, 1.54088], [-1.80548, -2.43155, 1.16253], [-0.53820, -3.00114, 1.80691], [-4.00338, -3.43571, 0.51738], [-3.36074, -4.05122, -0.79175], [-3.57469, -1.40984, 4.22991], [-4.94828, -1.63060, 3.20560], [-3.46258, -0.98755, 2.63826], [-2.71882, -3.53542, 3.57977], [-4.36956, -3.82220, 2.99861], [-1.61873, -2.55139, 0.09536], [-1.84426, -1.34258, 1.13551], [0.32233, -2.34991, 1.65361], [-0.76409, -3.08326, 2.87008], [-0.36031, -3.94494, 1.29145], [-4.46070, -2.48666, 0.23762], [-4.82219, -4.05469, 0.88415], [-2.67571, -3.38604, -1.31745], [-4.25327, -4.34301, -1.34524], [-2.78532, -4.94538, -0.55201], [-2.57853, 0.64864, -1.68700], [-3.94178, 1.32863, -2.06177], [-4.76832, 0.45236, -2.89833], [-6.12329, 0.35328, -2.29738], [-7.09049, -0.66122, -3.11211], [-4.68795, 0.78455, -4.36367], [-5.46953, 2.01332, -4.63953], [-1.88349, 1.39471, -1.30178], [-2.29515, 0.21511, -2.64609], [-2.79000, -0.15431, -0.98085], [-4.47302, 1.60089, -1.14976], [-3.72880, 2.35689, -2.35405], [-6.12871, -0.12382, -1.31736], [-6.62067, 1.31946, -2.21249], [-8.07425, -0.41375, -2.71328], [-7.15648, -0.45205, -4.17982], [-6.95426, -1.72471, -2.91578], [-5.04107, -0.08235, -4.92215], [-3.62860, 1.04074, -4.34821], [-6.47006, 1.69928, -4.93689], [-4.95814, 2.40032, -5.52089], [-5.51775, 2.77446, -3.86078], [-1.32939, 1.75203, 3.01137], [-0.08957, 0.72653, 3.19229], [1.25233, 1.14636, 2.74841], [1.19905, 1.34998, 1.27463], [0.98622, 0.21148, 0.27090], [1.72523, 2.29735, 3.57080], [3.23717, 2.66338, 3.36561], [-0.92221, 2.70880, 3.33831], [-2.07077, 1.47605, 3.76124], [-1.74155, 1.88492, 2.01109], [-0.09262, 0.41163, 4.23581], [-0.30605, -0.20179, 2.66366], [2.12695, 1.81520, 0.94194], [0.41892, 2.07625, 1.04653], [-0.00816, -0.23090, 0.33090], [1.69619, -0.59449, 0.45650], [0.94128, 0.54031, -0.76735], [1.20033, 3.24601, 3.45845], [1.63701, 1.89791, 4.58113], [3.90713, 1.80442, 3.40364], [3.38808, 3.03722, 2.35291], [3.51952, 3.48826, 4.01978]], "atomic_forces_ev_per_a": [[-0.64, -0.31, -0.95], [-2.06, -1.00, 5.06], [1.69, 0.94, -3.23], [0.48, 0.58, -0.10], [0.54, 0.03, 0.07], [0.00, 0.26, -0.53], [0.11, -0.23, -0.41], [-0.33, -0.43, 0.16], [0.14, 0.21, -0.08], [-1.37, -1.29, -0.98], [-0.06, 0.83, 2.51], [-3.01, -1.72, -2.73], [3.95, 0.24, 0.34], [-1.31, -0.02, 0.87], [-0.74, -0.14, 1.04], [1.06, 0.69, -1.13], [0.60, 0.24, 0.04], [0.18, 0.33, -0.35], [0.01, -0.23, 0.29], [-0.27, 0.21, 0.00], [0.63, -0.69, -0.98], [-0.47, 0.08, 0.06], [0.29, 0.18, -0.65], [-0.53, 0.19, 0.53], [0.47, -0.41, -0.18], [-0.66, 0.76, -0.49], [0.63, 0.05, 0.62], [0.44, 0.31, 0.34], [-0.14, -0.12, -0.10], [-0.16, 0.06, 1.03], [0.40, 0.43, -0.04], [-0.71, 1.61, 0.16], [0.61, 0.55, 0.68], [0.35, 1.89, -1.01], [0.14, -2.06, -0.94], [-0.71, 0.68, -0.12], [1.87, -0.51, -1.07], [-1.32, -0.05, 1.27], [0.06, -0.71, 0.42], [-0.12, -0.08, -0.02], [0.20, -0.31, -0.60], [-0.07, -0.28, 0.10], [0.27, -0.33, -0.08], [-0.37, -0.46, -0.15], [-0.92, 0.33, 1.26], [0.04, 0.06, 0.11], [0.61, -0.43, 0.06], [0.14, -0.17, 0.63], [0.03, 0.49, 0.15], [0.18, -0.27, -0.03], [-0.57, 0.15, -0.18], [0.44, 0.03, -0.80], [-0.16, -0.07, 0.18], [-1.75, 0.38, -0.78], [0.63, -0.26, 1.22], [-0.65, -0.11, 1.18], [-0.64, -2.16, -2.14], [0.19, 1.75, 0.95], [0.31, 0.00, 3.81], [-0.44, 0.19, -1.79], [0.21, -0.23, 0.00], [0.75, -0.11, 0.22], [0.30, 0.00, 0.04], [-0.26, -0.63, 0.31], [0.00, 0.10, -1.31], [0.67, 0.37, 0.21], [-0.12, 0.19, -0.07], [-0.23, -0.14, -0.06], [0.24, -0.12, 0.00], [0.53, 0.17, -0.07], [0.62, 0.16, -0.26], [0.20, -0.57, -1.28], [-0.21, 0.49, 0.07], [-0.52, 0.73, -0.20], [0.21, -0.22, 0.03], [2.04, -0.52, 0.83], [-1.23, 0.02, -0.64], [-0.68, 0.02, -0.64], [0.23, 1.23, -0.23], [-0.76, -0.80, 1.10], [1.77, -0.85, -0.49], [-0.96, -0.31, -0.89], [-0.28, 0.26, -0.07], [-0.24, -0.06, -0.38], [0.02, -0.37, 0.09], [0.36, 0.35, 0.16], [-0.15, -0.02, -0.17], [0.22, 0.23, 0.39], [-0.17, 0.41, -0.03], [-0.11, -0.17, 0.51], [0.16, -0.07, -0.37], [0.77, 0.40, 0.02], [-0.57, -0.11, -0.06], [-0.22, 0.43, 0.15], [-0.08, -0.05, 0.65], [-0.16, 0.26, -0.21], [0.10, -0.33, 0.23]], "mulliken_charge": [-0.70, 0.56, -0.36, -0.51, 0.19, 0.25, 0.39, 0.28, -0.11, -0.42, -0.47, 0.33, -0.44, -1.16, -0.11, -1.15, 0.44, 0.36, -0.40, 0.32, 0.46, 0.39, 0.47, 0.34, 0.28, 0.40, -0.14, 0.43, 0.33, 0.40, 0.37, -0.91, -0.71, 0.18, 0.06, -1.10, -0.49, -1.22, 0.33, 0.34, 0.16, 0.35, 0.48, 0.11, -0.10, -0.06, 0.28, 0.45, 0.31, 0.53, 0.25, 0.44, 0.32, -0.54, -1.05, 0.10, -0.52, -1.27, -0.80, -1.05, 0.28, 0.29, -0.08, 0.56, 0.39, 0.47, 0.39, 0.39, 0.33, 0.27, 0.43, 0.42, 0.27, 0.36, 0.36, -1.42, -0.69, 0.60, 0.65, -0.54, -0.57, -1.03, 0.46, 0.41, 0.21, 0.64, 0.11, -0.80, 0.38, -0.37, 0.17, 0.39, 0.26, 0.39, 0.16, 0.14, 0.46]}

***

# 2
{"formula": "C3H11NO2Si", "method": "ωB97M-V with the def2-TZVPD basis set", "max_force_ha_per_bohr": 0.0921, "multiplicity": 1, "smiles": "CNO[Si](C)(C)O", "orbital_gap_ha": 0.3641, "elements": ["C", "C", "C", "N", "O", "O", "Si", "H", "H", "H", "H", "H", "H", "H", "H", "H", "H", "H"], "positions_angstrom": [[-2.58091, 0.37354, -0.53220], [1.01161, -1.77917, 0.16451], [2.06588, 1.29895, 0.85733], [-1.84456, -0.38171, 0.59277], [0.57173, 0.47661, -1.54042], [-0.69867, 0.37487, 0.96238], [0.73365, 0.06837, 0.06398], [-1.89677, 0.46976, -1.36594], [-3.42623, -0.14006, -0.77543], [-2.80725, 1.42836, -0.21951], [0.17675, -2.29916, -0.12139], [1.71586, -2.00827, -0.56583], [1.38964, -2.18234, 1.06653], [2.52223, 0.74053, 1.75774], [2.78624, 1.27478, 0.11674], [1.80997, 2.24539, 1.25082], [-1.42184, -1.09191, 0.06497], [-0.10733, 1.13145, -1.77702]], "atomic_forces_ev_per_a": [[3.16, 2.14, 2.31], [1.09, 2.25, 0.34], [-1.33, -4.07, 2.03], [-1.52, 1.72, -0.91], [-0.49, -0.08, 0.03], [1.17, 0.64, -0.52], [-0.35, 1.92, 1.95], [-0.17, -0.15, -0.50], [-2.33, -1.42, -0.66], [0.01, -1.16, 0.07], [-2.33, -1.29, -0.57], [1.50, -0.49, -1.48], [0.20, -0.08, 1.18], [-0.59, 0.67, -1.26], [1.80, 0.63, -1.46], [-0.61, 1.06, -0.19], [0.14, -1.97, -0.59], [0.63, -0.33, 0.23]], "mulliken_charge": [-0.61, -1.19, -1.09, -0.32, -0.53, -0.28, 0.67, 0.11, 0.40, 0.24, 0.40, 0.38, 0.35, 0.27, 0.33, 0.34, 0.23, 0.32]}